## a
This record from the OMol25 dataset describes a gas-phase ion, C6H8N2 (charge +2). The level of theory is ωB97M-V/def2-TZVPD.

Results
HOMO level (alpha / beta)	-20.06 / -20.10	eV
gap between HOMO and LUMO (alpha / beta)	8.314 / 7.674	eV

The geometry in ORCA input format:
```
! wB97M-V def2-TZVPD RIJCOSX def2/J DEFGRID3
* xyz 2 1
C -0.515 -0.401 -0.146
C 0.515 -1.567 0.132
C 1.553 1.154 0.457
C 0.552 0.744 -0.563
C 1.988 0.052 -0.311
C -3.072 -0.298 0.086
N 1.735 -1.310 0.111
N -1.706 -0.224 -0.176
H 1.929 2.026 0.101
H 1.495 1.135 1.586
H 0.400 1.337 -1.384
H 2.869 0.221 -0.970
H -3.580 -0.455 -0.870
H -3.295 0.692 0.577
H -3.332 -1.158 0.920
H 2.464 -1.947 0.448
*
```

Mulliken population analysis, charges in e, atoms 1 to 4: C 0.418; C -0.022; C -0.577; C -0.249

---

## b
This record from the OMol25 dataset describes a gas-phase ion, C6H8N2 (charge +2). The level of theory is ωB97M-V/def2-TZVPD.

Results
HOMO level	-20.01	eV
gap between HOMO and LUMO	8.605	eV

The geometry in ORCA input format:
```
! wB97M-V def2-TZVPD RIJCOSX def2/J DEFGRID3
* xyz 2 1
C -2.264 -0.362 0.012
C -3.518 -0.345 0.014
C -1.114 0.559 -0.027
C -0.045 -1.896 0.001
C 1.373 -1.848 -0.084
C 0.667 2.216 0.035
N -0.838 -0.721 0.185
N -0.696 1.730 -0.026
H -0.439 -2.880 -0.029
H 1.895 -0.978 -0.499
H 1.445 -2.310 1.003
H 1.822 -2.677 -0.526
H 0.864 2.975 0.755
H 0.903 2.632 -0.920
H 1.397 1.470 0.337
H -1.454 2.434 -0.231
*
```

Mulliken population analysis, charges in e, atoms 1 to 4: C -0.109; C -0.235; C 0.888; C 0.261

---

Which structure is the most stable? The one labeled a.

---

## a
This record from the OMol25 dataset describes a single C16H24N2O4S molecule. The level of theory is ωB97M-V/def2-TZVPD.

Results
HOMO level	-8.45	eV
SMILES	CCS(=O)(=O)N1CCC(C(=O)NCc2ccc(OC)cc2)CC1
gap between HOMO and LUMO	9.149	eV

The geometry in ORCA input format:
```
! wB97M-V def2-TZVPD RIJCOSX def2/J DEFGRID3
* xyz 0 1
C -6.201 0.295 -2.562
C -5.710 -0.587 -1.440
H -6.485 -0.797 -0.707
H -5.269 -1.518 -1.782
S -4.412 0.304 -0.538
O -3.888 -0.556 0.490
O -4.926 1.579 -0.129
N -3.277 0.572 -1.760
C -2.524 -0.639 -2.075
C -1.082 -0.331 -2.455
H -1.059 0.288 -3.352
H -0.573 -1.273 -2.670
C -0.352 0.361 -1.297
C 0.199 -0.707 -0.341
O 0.325 -1.871 -0.662
N 0.564 -0.239 0.868
H 0.497 0.744 1.071
C 1.149 -1.084 1.892
C 2.587 -0.711 2.141
C 3.537 -0.929 1.154
C 4.861 -0.570 1.340
C 5.256 0.022 2.535
C 4.303 0.247 3.529
C 2.986 -0.112 3.329
H 2.262 0.068 4.110
H 4.623 0.706 4.451
O 6.526 0.414 2.832
C 7.537 0.199 1.878
H 7.341 0.749 0.952
H 7.657 -0.865 1.651
H 8.454 0.575 2.331
H 5.571 -0.759 0.551
H 3.236 -1.392 0.226
H 1.077 -2.108 1.515
H 0.564 -0.995 2.812
C -1.278 1.371 -0.592
C -2.450 1.736 -1.502
H -2.104 2.144 -2.455
H -3.097 2.470 -1.022
H -1.707 0.926 0.309
H -0.736 2.276 -0.314
H 0.523 0.883 -1.703
H -3.028 -1.145 -2.905
H -2.528 -1.304 -1.204
H -5.393 0.488 -3.263
H -7.031 -0.169 -3.092
H -6.528 1.245 -2.149
*
```

Mulliken population analysis, charges in e, atoms 1 to 4: C -1.120; C -0.520; H 0.435; H 0.353

---

## b
This record from the OMol25 dataset describes a single C16H24N2O4S molecule. The level of theory is ωB97M-V/def2-TZVPD.

Results
HOMO level	-8.01	eV
SMILES	CCOC(=O)c1c(NC(=O)CNCCOC)sc2c1CCCC2
gap between HOMO and LUMO	8.676	eV

The geometry in ORCA input format:
```
! wB97M-V def2-TZVPD RIJCOSX def2/J DEFGRID3
* xyz 0 1
C 5.671 -0.628 -0.169
C 4.473 0.302 -0.205
H 4.548 1.019 -1.030
H 4.379 0.870 0.728
O 3.300 -0.490 -0.385
C 2.144 0.173 -0.462
O 2.088 1.394 -0.381
C 0.979 -0.673 -0.658
C -0.271 -0.101 -0.825
N -0.534 1.245 -0.801
C -1.787 1.733 -0.999
O -2.734 0.996 -1.194
C -1.903 3.251 -0.977
N -3.231 3.723 -0.643
H -3.910 3.129 -1.113
C -3.525 3.776 0.774
C -3.545 2.415 1.501
O -4.164 2.466 2.765
C -3.425 3.136 3.753
H -3.371 4.215 3.568
H -2.405 2.737 3.824
H -3.945 2.964 4.694
H -2.521 2.021 1.599
H -4.136 1.703 0.919
H -2.788 4.441 1.237
H -4.513 4.232 0.884
H -1.175 3.681 -0.285
H -1.664 3.606 -1.988
H 0.297 1.821 -0.646
S -1.518 -1.252 -1.078
C -0.351 -2.546 -0.955
C 0.911 -2.103 -0.728
C 2.068 -3.042 -0.587
C 1.585 -4.476 -0.372
C 0.484 -4.828 -1.368
C -0.753 -3.974 -1.092
H -1.236 -4.309 -0.168
H -1.485 -4.081 -1.896
H 0.840 -4.637 -2.382
H 0.227 -5.886 -1.292
H 1.193 -4.580 0.642
H 2.426 -5.163 -0.480
H 2.681 -2.984 -1.492
H 2.698 -2.728 0.246
H 6.580 -0.047 -0.038
H 5.737 -1.189 -1.097
H 5.577 -1.330 0.655
*
```

Mulliken population analysis, charges in e, atoms 1 to 4: C -1.222; C -0.281; H 0.319; H 0.326

---

Which structure is the most stable? The one labeled b.

---

## a
This record from the OMol25 dataset describes a single C5H6O4 molecule. The level of theory is ωB97M-V/def2-TZVPD.

Results
HOMO level	-9.53	eV
SMILES	C=C(OC(C)=O)C(=O)O
gap between HOMO and LUMO	9.267	eV

The geometry in ORCA input format:
```
! wB97M-V def2-TZVPD RIJCOSX def2/J DEFGRID3
* xyz 0 1
C -1.897 -0.217 -0.968
C 1.286 0.380 -0.529
C -0.831 -1.060 -0.350
C 0.512 0.312 0.902
C 1.013 1.131 1.830
O -0.538 -0.516 1.056
O 1.967 -0.747 -0.814
O 1.440 1.420 -1.131
O -0.441 -2.157 -0.650
H 1.610 -1.536 -0.359
H -1.758 -0.227 -2.051
H -2.867 -0.640 -0.699
H -1.831 0.814 -0.619
H 1.869 1.763 1.626
H 0.467 1.280 2.756
*
```

Mulliken population analysis, charges in e, atoms 1 to 4: C -0.955; C 0.314; C 0.720; C 0.683

---

## b
This record from the OMol25 dataset describes a single C5H6O4 molecule. The level of theory is ωB97M-V/def2-TZVPD.

Results
HOMO level	-8.30	eV
SMILES	COc1oc(=O)oc1C
gap between HOMO and LUMO	8.901	eV

The geometry in ORCA input format:
```
! wB97M-V def2-TZVPD RIJCOSX def2/J DEFGRID3
* xyz 0 1
C -0.897 1.203 0.364
C 0.350 0.609 0.496
C 0.353 2.669 1.349
C -2.117 0.653 -0.385
C 2.092 -0.942 0.241
O 0.691 3.752 1.839
O -0.894 2.430 0.952
O 1.110 1.553 1.114
O 0.707 -0.641 0.177
H -2.902 0.129 0.227
H -1.687 -0.072 -0.965
H -2.715 1.515 -0.712
H 2.807 -0.126 0.104
H 2.504 -1.477 -0.601
H 2.326 -1.515 1.150
*
```

Mulliken population analysis, charges in e, atoms 1 to 4: C 0.454; C 0.666; C 0.590; C -1.208

---

Which structure is the most stable? The one labeled a.